Arrangement P

23
Properties=species:S:1:pos:R:3:mulliken_charge:R:1 method="wB97M-V/def2-TZVPD" homo_lumo_gap_ev="10.276 / 6.778" multiplicity=2 charge=+1 e_homo_ev="-14.68 / -14.92"
C -0.422 -2.544 -1.594 -1.429
C -1.700 -1.242 0.113 -0.508
C -0.485 -1.603 -0.479 0.999
C -1.673 -0.284 1.083 -0.460
C -0.426 0.213 1.604 -0.342
C 0.767 -1.083 0.046 -0.158
C 0.784 -0.296 1.143 -0.639
H -2.608 -1.767 -0.127 0.427
H -2.604 0.069 1.484 0.448
H 0.443 -3.192 -1.603 0.402
H -0.362 -1.986 -2.540 0.342
H -0.397 1.035 2.316 0.555
H 1.697 -1.383 -0.415 0.438
H 1.714 0.110 1.537 0.472
H -1.294 -3.191 -1.715 0.391
C 1.895 2.516 -0.931 -0.812
C 0.654 3.074 -0.214 -0.313
H 2.450 1.861 -0.275 0.211
H 1.623 1.991 -1.851 0.239
H 2.576 3.329 -1.163 0.333
H 0.870 4.037 0.235 0.346
H 0.306 2.397 0.569 -0.204
H -0.222 3.116 -0.876 0.260


Arrangement Q

23
Properties=species:S:1:pos:R:3:mulliken_charge:R:1 method="wB97M-V/def2-TZVPD" homo_lumo_gap_ev="10.324 / 6.308" multiplicity=2 charge=+1 e_homo_ev="-14.66 / -14.67"
C 1.086 1.216 -2.656 -0.766
C 0.428 0.088 -3.481 -0.734
H 0.327 1.687 -2.009 0.193
H 1.925 0.830 -2.077 0.232
H 1.534 1.959 -3.333 0.342
H 1.130 -0.348 -4.194 0.318
H -0.367 0.640 -3.995 0.245
H 0.046 -0.578 -2.727 0.182
C -2.471 -0.646 0.393 -1.568
C 1.105 -1.232 1.188 -0.379
C -0.211 -1.478 0.872 -0.466
C 1.452 0.050 1.667 -0.305
C -1.070 -0.350 0.804 1.241
C 0.557 1.130 1.686 -0.399
C -0.738 0.941 1.239 -0.436
H 1.847 -2.007 1.148 0.454
H -0.496 -2.507 0.571 0.366
H 2.401 0.106 2.202 0.427
H 0.857 2.070 2.132 0.429
H -3.158 -0.609 1.230 0.386
H -2.700 -1.596 -0.094 0.393
H -1.341 1.826 1.103 0.456
H -2.775 0.070 -0.377 0.390


Arrangement R

23
Properties=species:S:1:pos:R:3:mulliken_charge:R:1 method="wB97M-V/def2-TZVPD" homo_lumo_gap_ev="10.192 / 6.549" multiplicity=2 charge=+1 e_homo_ev="-14.65 / -14.68"
C 0.306 0.236 -2.338 -1.336
C -1.459 0.592 -0.526 -0.286
C -0.504 -0.198 -1.071 0.783
C -2.354 0.199 0.363 -0.444
C -0.177 -1.429 -0.367 -0.209
C -2.088 -1.036 1.055 -0.193
C -1.062 -1.902 0.577 -0.596
H -1.565 1.642 -0.804 0.393
H -3.286 0.700 0.577 0.446
H 0.611 1.300 -2.401 0.383
H -0.507 0.078 -3.170 0.389
H 0.736 -1.905 -0.752 0.464
H -2.903 -1.275 1.820 0.406
H -0.724 -3.003 0.852 0.316
H 1.073 -0.464 -2.531 0.389
C 2.174 0.478 0.683 -0.767
C 1.253 1.164 1.635 -0.667
H 3.260 0.277 0.947 0.363
H 1.876 -0.516 0.256 0.160
H 2.305 0.998 -0.239 0.302
H 1.877 1.565 2.408 0.340
H 0.711 2.004 1.107 0.211
H 0.447 0.495 1.920 0.150


arrangement P ends up most stable, edging out the next structure by 0.0124 hartree.


Arrangement P

21
Properties=species:S:1:pos:R:3:mulliken_charge:R:1 method="wB97M-V/def2-TZVPD" homo_lumo_gap_ev=8.617 smiles="CC(=O)O[C@@H](N)[C@H](C)N" multiplicity=1 charge=0 e_homo_ev=-7.99
C 3.017 0.638 0.512 -1.043
C 2.204 -0.546 0.063 0.612
O 2.606 -1.631 -0.226 -0.427
O 0.676 0.002 -0.416 -0.434
C -0.332 -0.835 -0.106 0.335
N -0.215 -1.285 1.240 -0.631
C -1.818 0.189 -0.132 0.009
C -2.170 0.427 -1.580 -1.349
N -1.540 1.373 0.575 -0.649
H 2.709 1.497 -0.080 0.302
H 2.785 0.840 1.554 0.253
H 4.088 0.444 0.393 0.342
H -0.495 -1.631 -0.857 0.239
H -0.871 -2.032 1.445 0.222
H 0.766 -1.585 1.393 0.233
H -2.563 -0.413 0.394 0.431
H -1.333 0.899 -2.094 0.249
H -3.042 1.079 -1.648 0.394
H -2.406 -0.510 -2.081 0.339
H -1.262 1.177 1.530 0.295
H -0.806 1.903 0.121 0.278


Arrangement Q

21
Properties=species:S:1:pos:R:3:mulliken_charge:R:1 method="wB97M-V/def2-TZVPD" homo_lumo_gap_ev="8.081 / 8.083" multiplicity=1 charge=0 e_homo_ev="-7.20 / -7.20"
C -0.303 -0.507 1.772 0.280
C 1.308 0.424 0.233 -1.103
C -1.931 0.671 -1.362 -0.554
C -1.390 -1.501 1.950 -1.180
N 0.466 -0.514 0.728 0.077
C 1.968 0.008 -0.967 0.878
N 2.953 0.830 -1.464 -0.461
O -1.538 1.415 -0.233 -0.494
O 1.622 -1.017 -1.567 -0.731
H 0.348 -1.257 0.022 0.221
H -0.236 0.329 2.451 0.361
H 3.378 1.510 -0.859 0.200
H 3.506 0.453 -2.216 0.251
H 1.659 1.223 0.862 0.299
H -0.628 1.802 -0.397 0.308
H -1.118 0.043 -1.738 0.223
H -2.279 1.320 -2.170 0.288
H -2.754 0.020 -1.051 0.214
H -1.375 -2.239 1.152 0.321
H -1.296 -2.015 2.907 0.352
H -2.359 -1.001 1.946 0.250


Arrangement R

21
Properties=species:S:1:pos:R:3:mulliken_charge:R:1 method="wB97M-V/def2-TZVPD" homo_lumo_gap_ev=9.904 smiles="CC(=O)CN.C=CON" multiplicity=1 charge=0 e_homo_ev=-9.06
C 2.343 0.323 0.444 -1.129
C 1.077 0.938 -0.091 0.862
O 0.701 2.052 0.244 -0.654
C 0.474 0.342 -1.505 -0.546
N 1.011 -0.902 -2.046 -0.589
H 2.536 -0.665 0.027 0.287
H 2.232 0.201 1.525 0.311
H 3.185 0.987 0.238 0.337
H 0.770 1.144 -2.188 0.458
H -0.619 0.378 -1.494 0.201
H 0.376 -1.673 -1.841 0.226
H 1.057 -0.843 -3.062 0.244
C -2.456 -0.800 0.295 -0.852
C -1.256 -1.062 0.844 -0.004
O -0.473 -0.234 1.669 -0.234
N -1.156 0.909 2.242 -0.463
H -2.823 0.209 0.151 0.328
H -3.047 -1.612 -0.113 0.242
H -0.879 -2.074 0.939 0.384
H -2.150 0.728 2.136 0.299
H -0.904 1.656 1.586 0.291


arrangement Q ends up most stable, edging out the next structure by 0.0055 hartree.


Arrangement P

21
Properties=species:S:1:pos:R:3:mulliken_charge:R:1 method="wB97M-V/def2-TZVPD" homo_lumo_gap_ev=7.734 multiplicity=1 charge=0 e_homo_ev=-7.02
C 2.671 0.671 -1.736 0.825
C 0.852 -1.787 -0.039 -1.254
C -0.850 0.733 -1.321 -1.093
C -1.105 0.184 0.986 -0.917
C 1.185 -0.338 -0.102 -0.324
N 0.189 1.961 0.399 -0.826
N -0.098 0.654 -0.033 0.610
O 3.462 -0.134 -1.580 -0.378
O 2.094 1.622 -2.108 -0.507
H 0.587 -2.237 1.027 0.226
H 0.118 -2.145 -0.746 0.307
H 1.801 -2.190 -0.207 0.426
H -1.526 -0.053 -1.514 0.366
H -1.382 1.587 -1.332 0.482
H -0.164 0.608 -2.102 0.352
H -1.770 1.075 1.140 0.375
H -1.623 -0.666 0.524 0.284
H -0.417 -0.069 1.843 0.374
H 1.695 -0.167 0.861 0.139
H 0.602 1.845 1.262 0.245
H 0.851 2.295 -0.233 0.289


Arrangement Q

21
Properties=species:S:1:pos:R:3:mulliken_charge:R:1 method="wB97M-V/def2-TZVPD" homo_lumo_gap_ev=10.413 smiles="CCC(N)=O.CC(N)=O" multiplicity=1 charge=0 e_homo_ev=-9.66
C 2.550 -1.312 0.477 -1.422
C 1.113 -0.823 0.319 -0.123
C 0.603 0.278 1.212 0.570
N 1.467 1.321 1.442 -0.412
O -0.516 0.276 1.681 -0.623
H 2.675 -2.193 -0.150 0.384
H 2.815 -1.566 1.515 0.324
H 3.257 -0.535 0.182 0.376
H 0.934 -0.583 -0.731 0.222
H 0.410 -1.653 0.473 0.280
H 1.220 1.928 2.205 0.250
H 2.445 1.228 1.240 0.178
C -3.053 -0.036 -0.716 -0.991
C -1.758 0.083 -1.488 0.716
N -1.096 1.251 -1.297 -0.360
O -1.308 -0.797 -2.185 -0.629
H -2.876 -0.833 0.017 0.189
H -3.794 -0.461 -1.402 0.348
H -3.398 0.921 -0.331 0.331
H -0.238 1.511 -1.746 0.238
H -1.453 1.995 -0.716 0.154


arrangement Q ends up most stable, edging out the next structure by 0.1861 hartree.


Arrangement P

21
Properties=species:S:1:pos:R:3:mulliken_charge:R:1 method="wB97M-V/def2-TZVPD" homo_lumo_gap_ev=10.215 smiles="CCC(N)=O.CC(N)=O" multiplicity=1 charge=0 e_homo_ev=-9.45
C 0.970 -1.070 -2.857 -1.144
C 0.214 -0.856 -1.507 -0.115
C 1.238 -0.156 -0.663 0.392
N 0.955 1.203 -0.641 -0.339
O 2.323 -0.563 -0.299 -0.664
H 0.211 -1.542 -3.545 0.319
H 1.601 -2.037 -2.824 0.287
H 1.600 -0.195 -3.284 0.298
H -0.729 -0.349 -1.636 0.386
H 0.091 -1.855 -1.046 0.147
H 1.589 1.782 -0.176 0.196
H 0.059 1.502 -1.051 0.229
C -1.007 -1.051 1.505 -1.283
C -1.418 0.395 1.452 0.880
N -1.587 1.156 2.672 -0.405
O -1.554 1.117 0.426 -0.630
H -1.510 -1.643 2.307 0.362
H 0.003 -1.222 1.521 0.424
H -1.296 -1.662 0.697 0.305
H -1.660 2.071 2.681 0.170
H -1.661 0.627 3.544 0.184


Arrangement Q

21
Properties=species:S:1:pos:R:3:mulliken_charge:R:1 method="wB97M-V/def2-TZVPD" homo_lumo_gap_ev=9.120 multiplicity=1 charge=0 e_homo_ev=-8.38
C -2.135 -0.832 0.687 -1.435
C -1.506 -0.023 -0.411 0.773
N -2.102 1.134 -0.770 -0.391
N -0.385 -0.391 -1.045 -0.487
O -0.122 -1.766 -1.091 -0.377
H -1.363 -1.195 1.367 0.329
H -2.619 -1.708 0.248 0.360
H -2.865 -0.241 1.243 0.385
H -1.521 1.710 -1.370 0.290
H -2.518 1.666 -0.014 0.241
H -0.555 -2.357 -0.457 0.307
C 2.009 1.222 -0.794 -1.370
C 1.101 0.552 0.222 1.390
C 1.765 -0.609 0.954 -1.338
O 0.328 1.303 0.908 -0.706
H 1.429 1.954 -1.361 0.294
H 2.422 0.482 -1.485 0.325
H 2.823 1.738 -0.282 0.390
H 1.041 -1.105 1.606 0.281
H 2.212 -1.323 0.257 0.317
H 2.561 -0.211 1.586 0.425


arrangement P ends up most stable, edging out the next structure by 0.0831 hartree.


Arrangement P

10
Properties=species:S:1:pos:R:3:mulliken_charge:R:1 method="wB97M-V/def2-TZVPD" homo_lumo_gap_ev=7.017 smiles="CSP=S.P=S" multiplicity=1 charge=0 e_homo_ev=-9.03
C -0.095 -0.991 0.648 -0.644
S -1.863 -0.787 1.017 -0.028
P -2.674 0.199 -0.621 0.192
S -4.476 0.309 0.081 -0.282
H 0.305 -1.946 1.048 0.285
H 0.295 -0.171 1.117 0.170
H 0.210 -1.040 -0.436 0.304
P -0.579 2.991 0.130 0.162
S 1.256 2.540 0.482 -0.211
H -1.402 2.184 0.992 0.052


Arrangement Q

10
Properties=species:S:1:pos:R:3:mulliken_charge:R:1 method="wB97M-V/def2-TZVPD" homo_lumo_gap_ev="6.062 / 6.062" multiplicity=1 charge=0 e_homo_ev="-7.88 / -7.88"
C -0.993 0.179 -0.150 -0.887
P 4.599 0.573 -0.757 0.128
P 1.649 -0.855 0.866 0.275
S 3.326 0.859 0.618 -0.079
S -0.227 0.010 1.454 -0.124
S 1.644 -2.164 -0.600 -0.388
H -1.013 1.196 -0.432 0.289
H -1.923 -0.300 -0.094 0.359
H -0.692 -0.493 -0.832 0.343
H 1.747 -1.628 1.957 0.085


arrangement P ends up most stable, edging out the next structure by 0.0297 hartree.


Arrangement P

26
Properties=species:S:1:pos:R:3:mulliken_charge:R:1 method="wB97M-V/def2-TZVPD" homo_lumo_gap_ev=10.159 smiles="C=C1C[C@@]2([C@@H](C)CC)[NH2+][C@@H]12" multiplicity=1 charge=+1 e_homo_ev=-13.30
C 2.966 -2.070 1.021 -0.865
C 1.865 -1.518 0.584 0.221
C 1.635 -0.068 -0.062 -0.682
C 0.079 -0.184 0.110 -0.819
C -0.943 0.792 0.374 1.483
C -0.759 1.645 1.607 -1.655
C -1.151 1.535 -0.895 -1.125
C -1.632 0.830 -2.127 -1.516
N -0.202 -1.497 -0.560 -0.094
C 0.400 -1.847 0.754 -0.159
H 2.718 -2.961 1.675 0.225
H 3.927 -1.624 0.909 0.329
H 2.016 0.681 0.665 0.356
H 1.942 0.198 -1.084 0.329
H -1.875 0.140 0.509 0.359
H -0.558 2.720 1.375 0.380
H -0.146 1.150 2.309 0.463
H -1.739 1.775 2.157 0.366
H -0.304 2.124 -1.089 0.494
H -1.859 2.272 -0.668 0.576
H -2.464 0.299 -1.914 0.478
H -0.996 0.010 -2.436 0.300
H -1.887 1.530 -2.849 0.413
H 0.278 -1.772 -1.451 0.355
H -1.253 -1.756 -0.595 0.419
H -0.055 -2.404 1.684 0.372


Arrangement Q

26
Properties=species:S:1:pos:R:3:mulliken_charge:R:1 method="wB97M-V/def2-TZVPD" homo_lumo_gap_ev=9.802 smiles="C=C[N@H+](C)/C(C)=C/C=C/C" multiplicity=1 charge=+1 e_homo_ev=-12.66
C 2.722 2.742 -0.104 -0.925
C 1.742 1.946 0.324 0.158
N 0.499 1.453 -0.278 0.136
C -0.602 2.191 0.364 -0.885
C 0.156 0.011 -0.220 0.229
C 0.232 -0.588 1.147 -1.371
C 0.075 -0.555 -1.421 -0.092
C -0.434 -1.969 -1.305 -0.650
C -1.456 -1.975 -0.443 0.010
C -2.022 -3.263 0.006 -1.415
H 3.387 3.181 0.698 0.262
H 2.789 3.396 -0.959 0.305
H 1.704 1.620 1.382 0.222
H 0.567 1.660 -1.275 0.395
H -1.550 1.918 -0.007 0.386
H -0.443 2.018 1.409 0.413
H -0.443 3.253 0.286 0.386
H -0.653 -0.691 1.626 0.425
H 1.050 0.093 1.676 0.213
H 0.719 -1.566 1.010 0.454
H 0.386 -0.170 -2.368 0.465
H -0.024 -2.819 -1.854 0.353
H -1.895 -1.116 0.075 0.495
H -1.468 -4.111 -0.363 0.370
H -2.959 -3.385 -0.501 0.347
H -2.078 -3.275 1.095 0.316


arrangement Q ends up most stable, edging out the next structure by 0.0137 hartree.